{"formula": "ClH3NPS", "method": "ωB97M-V with the def2-TZVPD basis set", "total_charge": 0, "gap_ev": 8.5, "homo_energy_ha": -0.33689, "e_above_lowest_kcal_mol": 67.22, "molar_mass_g_mol": 115.525, "species": ["H", "N", "P", "H", "S", "Cl", "H"], "positions_angstrom": [[1.25, 0.88, -1.45], [1.13, 0.03, -0.93], [2.21, -0.04, 0.22], [2.03, -1.37, 0.64], [-1.44, 0.08, 0.23], [-2.78, 1.46, 0.84], [-2.40, -1.04, 0.45]], "lowdin_charge": [-0.064, -0.478, 0.691, -0.167, 0.155, -0.034, -0.101]}